ORCA calculation (ωB97M-V with the def2-TZVPD basis set) on 3 unconnected molecules or ions with the total composition C13H24N2O6PS2 in a non-equilibrium geometry.

Cartesian coordinates (Å):
C 6.565 0.182 -1.788
S 5.710 1.638 -1.280
O 5.840 2.666 -2.255
O 5.998 1.897 0.095
C 3.952 1.214 -1.306
C 3.143 1.471 -2.411
C 1.812 1.134 -2.280
C 1.352 0.555 -1.087
P -0.432 0.169 -0.883
O -0.535 -0.851 0.321
O -0.765 -0.667 -2.209
S -1.468 1.737 -0.711
N 2.156 0.344 -0.062
N 3.412 0.692 -0.221
H 7.429 0.103 -1.141
H 5.944 -0.705 -1.727
H 6.890 0.315 -2.812
H 3.549 1.929 -3.296
H 1.108 1.331 -3.073
H 0.089 -1.588 0.277
H -0.011 -1.159 -2.557
H 4.008 0.568 0.597
C -4.378 -0.958 -1.754
C -5.275 -1.160 -0.535
C -6.480 -0.302 -0.900
O -6.582 -0.338 -2.324
C -5.399 -0.904 -2.883
H -3.639 -1.748 -1.892
H -3.848 -0.005 -1.675
H -5.568 -2.209 -0.455
H -4.814 -0.862 0.406
H -6.337 0.737 -0.584
H -7.411 -0.669 -0.467
H -5.631 -1.908 -3.255
H -5.073 -0.292 -3.726
C -0.650 0.126 3.638
C 0.737 0.652 3.278
C 1.613 -0.051 4.308
O 0.985 -1.302 4.577
C -0.336 -1.312 4.029
H -1.371 0.193 2.825
H -1.047 0.674 4.493
H 1.006 0.327 2.271
H 0.819 1.737 3.321
H 1.673 0.523 5.237
H 2.631 -0.234 3.954
H -0.345 -1.972 3.152
H -1.025 -1.716 4.768

strongest force on any atom = 0.0252 hartree/bohr
orbital gap = 4.9898 eV
E_LUMO = -0.2204 hartree
total energy = -60086.80558 eV
total charge = +1

Atomic partial charges in e from the Löwdin method, atoms 1 to 4: -0.10, 0.67, -0.25, -0.26

***

ORCA calculation (ωB97M-V with the def2-TZVPD basis set) on 4 unconnected molecules or ions with the total composition C13H24O12 in a non-equilibrium geometry.

Cartesian coordinates (Å):
C 11.037 9.137 -3.152
C 10.373 10.210 -3.996
C 11.035 11.589 -3.801
O 11.246 12.069 -5.126
C 10.811 11.154 -6.016
O 10.683 11.320 -7.179
O 10.618 9.962 -5.375
H 11.199 9.499 -2.137
H 11.995 8.923 -3.629
H 10.493 8.194 -3.098
H 9.310 10.297 -3.762
H 11.961 11.642 -3.229
H 10.325 12.241 -3.287
C 10.703 10.197 -12.795
O 10.426 11.539 -12.452
C 9.584 11.846 -11.469
O 9.352 12.963 -11.124
O 9.059 10.740 -10.923
C 8.143 10.952 -9.861
H 11.019 9.589 -11.946
H 11.528 10.226 -13.503
H 9.861 9.686 -13.265
H 7.450 11.764 -10.073
H 8.684 11.213 -8.950
H 7.635 10.006 -9.702
C 9.368 11.816 0.833
O 9.264 12.093 -0.552
C 8.114 12.666 -0.914
O 7.188 12.908 -0.194
O 8.189 12.922 -2.218
C 6.981 13.303 -2.869
H 9.271 12.703 1.452
H 10.331 11.350 1.036
H 8.626 11.069 1.128
H 7.037 12.978 -3.904
H 6.888 14.391 -2.814
H 6.062 12.909 -2.434
C 6.968 4.290 0.293
O 7.352 5.558 -0.204
C 6.415 6.222 -0.897
O 5.329 5.809 -1.160
O 6.850 7.411 -1.303
C 8.131 7.883 -0.896
H 6.716 3.599 -0.513
H 6.130 4.281 0.991
H 7.834 3.899 0.827
H 8.249 8.862 -1.351
H 8.944 7.222 -1.188
H 8.155 7.985 0.190

strongest force on any atom = 0.0267 hartree/bohr
orbital gap = 10.8615 eV
SMILES string = C[C@H]1COC(=O)O1.COC(=O)OC.COC(=O)OC.COC(=O)OC
E_LUMO = 0.0116 hartree
total energy = -38439.93419 eV

Atomic partial charges in e from the Löwdin method, atoms 1 to 4: -0.02, -0.32, -0.09, 0.08

***

ORCA calculation (ωB97M-V with the def2-TZVPD basis set) on a molecular structure, C13H25BeBrCaClF6LiNNaO16PS2 in a non-equilibrium geometry.

Cartesian coordinates (Å):
O -0.077 -3.295 2.727
C -0.471 -2.709 1.719
C -1.799 -3.088 1.071
O -2.850 -3.287 2.026
C -3.302 -2.047 2.537
O -4.089 -1.408 1.632
C -3.991 -0.005 1.567
C -3.680 0.474 0.051
O -3.503 -0.694 -0.704
O 0.171 -1.736 1.151
C 0.658 -0.695 2.058
P 0.456 1.022 1.383
O -0.995 1.551 1.975
Br 0.148 0.768 -0.778
H -1.642 -4.042 0.569
H -2.071 -2.378 0.294
H -2.452 -1.425 2.917
H -3.937 -2.324 3.421
H -4.971 0.368 1.871
H -3.281 0.445 2.257
H -4.515 1.054 -0.404
H -2.755 1.035 0.007
H -4.357 -1.102 -0.888
H 0.149 -0.725 3.020
H 1.725 -0.853 2.178
H -0.762 2.314 2.520
C 1.527 -5.226 -1.065
F 0.689 -5.308 -0.021
F 2.661 -5.835 -0.747
F 0.987 -5.871 -2.091
S 1.815 -3.458 -1.470
O 2.423 -2.907 -0.296
O 0.518 -2.945 -1.807
N 2.802 -3.690 -2.705
S 3.339 -2.438 -3.445
O 4.237 -1.591 -2.736
O 2.316 -1.716 -4.257
C 4.356 -3.294 -4.709
F 3.613 -4.103 -5.453
F 5.309 -4.000 -4.142
F 4.913 -2.368 -5.515
C 1.830 7.071 -3.398
C 2.419 5.851 -2.720
O 1.739 5.448 -1.538
C 0.378 5.110 -1.688
C 0.118 3.958 -2.644
H 1.808 7.917 -2.713
H 2.426 7.350 -4.271
H 0.806 6.890 -3.734
H 3.441 6.069 -2.404
H 2.483 5.011 -3.425
H -0.201 5.992 -1.983
H 0.033 4.832 -0.690
H 0.437 4.188 -3.661
H -0.949 3.727 -2.673
H 0.660 3.070 -2.320
Li -5.773 1.161 0.867
Ca -1.789 -3.232 4.386
Cl -7.857 0.214 1.279
O -3.289 -5.747 6.699
H -3.922 -6.460 6.869
O 3.837 8.860 -4.992
H 4.499 9.051 -4.324
Be 2.833 -0.536 -5.723
C -0.222 -2.937 8.536
O 0.492 -2.259 9.282
O -0.519 -4.206 8.975
O -0.701 -2.594 7.431
H -0.041 -4.204 9.820
Na 5.710 7.935 -4.959

strongest force on any atom = 0.0561 hartree/bohr
orbital gap = 0.9482 eV
E_LUMO = -0.3201 hartree
total energy = -201408.92725 eV
total charge = +1

Atomic partial charges in e from the Löwdin method, atoms 1 to 4: -0.01, -0.49, -0.04, -0.11

***

ORCA calculation (ωB97M-V with the def2-TZVPD basis set) on a molecular structure, C13H25Cl2CsN3NbO3 in a non-equilibrium geometry.

Cartesian coordinates (Å):
N 2.189 -0.540 -0.218
C 3.104 -1.360 0.443
O 4.176 -1.371 1.274
Cs 4.019 -0.776 -2.109
Nb 0.360 -0.102 0.137
N -0.692 -1.650 -0.698
N -0.072 1.732 -0.637
C -0.227 -3.064 -0.774
C 0.427 3.081 -0.247
C 0.953 -3.163 -1.726
C -1.288 -4.039 -1.285
C 0.160 -3.494 0.633
C 0.409 4.123 -1.393
C -0.457 3.635 0.868
C 1.854 2.920 0.275
H 0.670 -2.833 -2.731
H 1.280 -4.212 -1.794
H 1.803 -2.561 -1.406
H -2.124 -4.162 -0.584
H -0.815 -5.028 -1.382
H -1.678 -3.762 -2.268
H 0.963 -2.905 1.078
H 0.478 -4.541 0.642
H -0.705 -3.408 1.291
H 0.920 3.713 -2.274
H 0.991 4.987 -1.041
H -0.608 4.452 -1.642
H -1.487 3.812 0.555
H -0.020 4.585 1.183
H -0.497 2.985 1.752
H 1.893 2.300 1.203
H 2.225 3.933 0.507
H 2.484 2.508 -0.526
C -1.194 1.822 -1.598
H -1.429 0.895 -2.176
H -2.081 2.098 -0.988
H -1.024 2.577 -2.404
C -2.116 -1.441 -0.947
H -2.729 -2.250 -0.530
H -2.485 -0.528 -0.474
H -2.311 -1.386 -2.028
Cl -0.501 -0.959 5.063
C -0.931 0.448 4.029
Cl -0.047 1.979 4.381
C -0.736 0.167 2.543
O -1.586 0.349 1.627
O 0.474 -0.222 2.200
H -1.993 0.657 4.197

strongest force on any atom = 0.2224 hartree/bohr
orbital gap (alpha / beta) = 6.2031 / 6.1995 eV
E_LUMO (alpha / beta) = -0.3375 / -0.3375 hartree
total energy = -51626.59093 eV
total charge = +2

Atomic partial charges in e from the Löwdin method, atoms 1 to 4: -0.42, -0.29, 0.07, 1.25